1.
Molecular formula: C18H20N2O3S
Method: DFT, ωB97M-V with the def2-TZVPD basis set

Geometry as ORCA input:
```
! RIJCOSX wB97M-V def2-TZVPD def2/J DEFGRID3
* xyz 0 1
O -1.432 -2.958 1.652
S -1.909 -2.449 0.403
O -3.063 -3.048 -0.198
C -2.148 -0.690 0.545
C -3.234 -0.151 0.008
C -3.619 1.251 -0.008
C -4.877 1.600 -0.506
C -5.286 2.919 -0.531
C -4.445 3.916 -0.063
C -3.192 3.585 0.428
C -2.780 2.267 0.457
N -0.704 -2.585 -0.750
C 0.511 -1.901 -0.666
C 1.149 -1.433 -1.811
C 2.362 -0.782 -1.725
C 2.979 -0.546 -0.491
N 4.230 0.062 -0.454
C 4.985 0.133 0.780
C 4.646 1.405 1.568
O 4.880 2.554 0.779
C 4.138 2.508 -0.419
C 4.473 1.255 -1.242
C 2.325 -1.022 0.651
C 1.120 -1.693 0.565
H -1.365 -0.180 1.072
H -3.925 -0.841 -0.462
H -5.533 0.823 -0.869
H -6.263 3.172 -0.915
H -4.764 4.947 -0.082
H -2.534 4.361 0.790
H -1.802 2.019 0.837
H -1.088 -2.678 -1.677
H 0.700 -1.600 -2.779
H 2.845 -0.469 -2.637
H 4.818 -0.760 1.379
H 6.046 0.171 0.505
H 5.285 1.506 2.447
H 3.592 1.382 1.884
H 4.395 3.416 -0.968
H 3.059 2.511 -0.192
H 3.875 1.250 -2.150
H 5.534 1.275 -1.513
H 2.750 -0.877 1.631
H 0.640 -2.065 1.456
*
```

Calculated values
Electronic energy in Ha: -1431.28218
HOMO in eV: -7.50
LUMO level in eV: -0.01
ΔE to the lowest compared entry with this formula, charge and spin in kJ/mol: 292.30



2.
Molecular formula: C18H20N2O4
Method: DFT, ωB97M-V with the def2-TZVPD basis set

Geometry as ORCA input:
```
! RIJCOSX wB97M-V def2-TZVPD def2/J DEFGRID3
* xyz 0 1
N -2.243 -1.445 2.910
C -1.698 -1.306 1.463
C -3.017 -1.003 0.545
C -3.185 0.457 0.132
C -3.171 1.628 0.923
C -3.383 2.929 0.402
C -3.756 3.057 -0.927
C -4.051 1.961 -1.707
C -3.579 0.689 -1.270
C -0.583 -0.275 1.211
O -0.214 0.416 2.153
N -0.165 -0.090 -0.119
C 0.407 -1.092 -1.024
C 1.696 -1.602 -0.464
C 2.905 -0.612 -0.443
C 3.491 0.045 -1.505
C 4.397 1.109 -1.153
C 4.977 1.252 0.105
O 6.122 2.029 0.339
C 4.456 0.433 1.190
C 3.525 -0.428 0.809
C -0.652 -2.230 -1.247
O -0.549 -3.372 -0.963
O -1.674 -1.747 -1.817
H -1.388 -1.802 3.417
H -2.571 -0.561 3.310
H -1.287 -2.330 1.270
H -2.756 -1.569 -0.362
H -3.896 -1.240 1.127
H -2.953 1.653 1.947
H -3.358 3.834 1.071
H -4.122 4.042 -1.253
H -4.437 2.081 -2.724
H -3.543 -0.269 -1.781
H 0.373 0.801 0.060
H 0.389 -0.695 -2.015
H 1.412 -1.834 0.532
H 1.923 -2.613 -0.857
H 3.140 -0.037 -2.533
H 4.825 1.611 -2.040
H 6.574 2.271 -0.488
H 4.834 0.582 2.147
H 3.048 -1.054 1.642
H -1.511 -0.811 -1.944
*
```

Calculated values
Electronic energy in Ha: -1108.30127
HOMO in eV: -8.83
LUMO level in eV: 0.41
ΔE to the lowest compared entry with this formula, charge and spin in kJ/mol: 383.30



3.
Molecular formula: C18H20N2O4
Method: DFT, ωB97M-V with the def2-TZVPD basis set

Geometry as ORCA input:
```
! RIJCOSX wB97M-V def2-TZVPD def2/J DEFGRID3
* xyz 0 1
C 2.294 -2.827 2.741
C 2.701 -3.226 1.325
O 1.864 -2.664 0.335
C 2.027 -1.364 -0.030
C 2.990 -0.496 0.451
C 3.066 0.823 -0.008
C 4.096 1.693 0.519
N 4.204 2.896 0.128
O 5.237 3.617 0.716
C 2.149 1.267 -0.955
C 1.183 0.410 -1.449
C 1.117 -0.902 -1.008
O 0.208 -1.831 -1.440
C -0.623 -1.493 -2.525
C -1.745 -0.502 -2.172
O -2.249 0.205 -3.016
N -2.079 -0.565 -0.864
C -3.047 0.158 -0.158
C -3.885 1.083 -0.768
C -4.823 1.752 -0.001
C -4.933 1.511 1.355
C -4.097 0.588 1.977
C -4.223 0.327 3.447
C -3.158 -0.081 1.210
H 2.367 -1.751 2.880
H 2.941 -3.321 3.460
H 1.266 -3.128 2.926
H 3.752 -2.974 1.134
H 2.581 -4.306 1.197
H 3.707 -0.825 1.187
H 4.776 1.275 1.263
H 5.180 4.494 0.312
H 2.203 2.287 -1.297
H 0.477 0.778 -2.176
H -1.091 -2.434 -2.833
H -0.053 -1.098 -3.373
H -1.539 -1.219 -0.308
H -3.800 1.270 -1.824
H -5.476 2.471 -0.474
H -5.670 2.039 1.942
H -4.099 1.253 4.007
H -5.211 -0.069 3.676
H -3.476 -0.386 3.785
H -2.499 -0.802 1.676
*
```

Calculated values
Electronic energy in Ha: -1108.33514
HOMO in eV: -8.12
LUMO level in eV: 0.64
ΔE to the lowest compared entry with this formula, charge and spin in kJ/mol: 294.36